{
  "formula": "H10O5",
  "method": "ωB97M-V/def2-TZVPD",
  "symbols": ["O", "H", "H", "O", "H", "H", "O", "H", "H", "O", "H", "H", "O", "H", "H"],
  "coordinates": [[2.121, 1.644, -2.080], [1.391, 1.169, -2.446], [1.935, 1.546, -1.142], [0.725, -1.369, -1.309], [0.496, -0.538, -0.911], [0.595, -2.052, -0.640], [-2.878, -1.464, -0.866], [-2.697, -2.368, -1.093], [-2.347, -1.394, -0.075], [-0.246, 0.682, 0.174], [-0.956, 1.302, 0.006], [0.122, 0.948, 1.034], [0.624, 0.717, 2.712], [0.653, 1.268, 3.503], [0.463, -0.092, 3.134]],
  "nbo_charge": [-0.9319, 0.4668, 0.4656, -0.9649, 0.4887, 0.4576, -0.9259, 0.4635, 0.4625, -0.9910, 0.4832, 0.5046, -0.9378, 0.4823, 0.4768],
  "homo_ev": -10.76,
  "orbital_gap_ev": 10.77
}


{
  "formula": "C6H15NO3",
  "method": "ωB97M-V/def2-TZVPD",
  "symbols": ["N", "C", "C", "C", "C", "C", "C", "O", "H", "H", "H", "H", "H", "H", "H", "H", "H", "H", "H", "O", "H", "H", "O", "H", "H"],
  "coordinates": [[-2.263, 0.399, 2.066], [-2.925, 0.094, 0.788], [-2.352, -1.146, 0.055], [-0.912, -0.946, -0.248], [-0.472, -0.496, -1.455], [0.912, -0.219, -1.764], [1.936, -0.580, -0.954], [3.177, -0.168, -1.372], [-2.236, -0.370, 2.620], [-1.239, 0.728, 1.938], [-2.851, 0.940, 0.075], [-4.008, -0.036, 0.976], [-2.507, -2.036, 0.681], [-2.933, -1.344, -0.845], [-0.249, -1.161, 0.529], [-1.149, -0.249, -2.261], [1.084, 0.231, -2.677], [1.873, -1.099, -0.015], [3.912, -0.442, -0.714], [1.455, 0.191, 1.857], [1.314, 0.950, 1.214], [0.665, 0.176, 2.442], [1.013, 2.100, 0.026], [0.197, 1.836, -0.521], [1.687, 1.864, -0.524]],
  "nbo_charge": [-0.8264, -0.2039, -0.4566, -0.1897, -0.2243, -0.3827, 0.1706, -0.6952, 0.3443, 0.3434, 0.1857, 0.1919, 0.2007, 0.2092, 0.2018, 0.2011, 0.2148, 0.2116, 0.4921, -0.9932, 0.4976, 0.4619, -0.9271, 0.4949, 0.4773],
  "homo_ev": -8.00,
  "orbital_gap_ev": 8.60
}


{
  "formula": "C3H2N2OS",
  "method": "ωB97M-V/def2-TZVPD",
  "symbols": ["H", "N", "C", "N", "C", "S", "C", "O", "H"],
  "coordinates": [[1.046, 0.133, -2.507], [-0.011, 0.006, -2.348], [-0.211, 0.314, -1.048], [-1.449, 0.210, -0.613], [-1.447, -0.046, 0.658], [0.021, -0.197, 1.528], [0.855, 0.091, 0.070], [2.017, -0.075, -0.069], [-2.468, -0.052, 1.253]],
  "nbo_charge": [0.3389, -0.4837, 0.2450, -0.4314, -0.0603, 0.3364, 0.3039, -0.4812, 0.2324],
  "homo_ev": -10.00,
  "orbital_gap_ev": 8.71
}


{
  "formula": "C27H46BrNOP2PdS",
  "method": "ωB97M-V/def2-TZVPD",
  "symbols": ["N", "C", "C", "C", "C", "C", "C", "Pd", "P", "C", "C", "C", "C", "C", "C", "C", "Br", "H", "H", "H", "H", "H", "H", "H", "H", "H", "H", "P", "C", "C", "H", "H", "H", "H", "H", "C", "C", "H", "H", "H", "H", "H", "C", "C", "H", "H", "H", "H", "H", "C", "C", "H", "H", "H", "H", "H", "C", "C", "H", "H", "H", "H", "H", "C", "C", "H", "H", "H", "H", "H", "C", "S", "C", "O", "H", "H", "H", "H", "H", "H"],
  "coordinates": [[-5.141, -1.476, 3.769], [-4.264, -0.627, 4.298], [-3.773, 0.465, 3.578], [-4.211, 0.668, 2.245], [-5.224, -0.202, 1.741], [-5.657, -1.266, 2.561], [-3.610, 1.674, 1.399], [0.421, 0.406, -2.201], [2.826, 0.589, -2.289], [-3.844, 1.752, 0.054], [-2.824, 2.109, -0.883], [-2.847, 1.545, -2.183], [-1.731, 1.579, -2.991], [-0.511, 2.157, -2.422], [-0.608, 3.018, -1.260], [-1.751, 2.959, -0.514], [0.829, 2.724, -3.808], [-2.858, 2.301, 1.895], [-4.812, 1.481, -0.353], [-2.995, 1.085, 3.997], [-5.606, -0.117, 0.734], [-3.897, -0.825, 5.312], [-6.403, -1.986, 2.189], [-3.758, 1.060, -2.545], [-1.885, 3.589, 0.368], [-1.716, 1.262, -4.039], [0.266, 3.607, -0.972], [-0.294, -1.689, -1.491], [3.092, 2.040, -1.180], [3.941, 3.176, -1.739], [3.528, 1.667, -0.239], [2.091, 2.422, -0.918], [3.971, 4.008, -1.019], [4.987, 2.891, -1.909], [3.524, 3.578, -2.669], [3.218, 0.746, -4.083], [4.614, 0.491, -4.631], [2.894, 1.749, -4.405], [2.521, 0.050, -4.573], [4.597, 0.640, -5.721], [5.360, 1.192, -4.232], [4.930, -0.544, -4.461], [3.989, -0.632, -1.594], [5.466, -0.235, -1.538], [3.852, -1.561, -2.166], [3.624, -0.807, -0.570], [6.039, -1.071, -1.113], [5.896, -0.029, -2.522], [5.637, 0.624, -0.881], [0.542, -2.789, -0.281], [1.977, -3.177, -0.602], [-0.081, -3.697, -0.227], [0.472, -2.267, 0.685], [2.184, -4.170, -0.179], [2.181, -3.224, -1.680], [2.687, -2.479, -0.147], [-0.375, -2.814, -2.941], [-1.271, -2.295, -4.061], [-0.706, -3.799, -2.577], [0.660, -2.930, -3.296], [-0.964, -2.751, -5.010], [-2.322, -2.554, -3.890], [-1.197, -1.206, -4.176], [-2.015, -1.628, -0.828], [-2.345, -2.401, 0.448], [-2.663, -1.952, -1.655], [-2.206, -0.559, -0.654], [-3.428, -2.342, 0.624], [-2.073, -3.464, 0.389], [-1.844, -1.957, 1.321], [0.801, 1.342, 3.731], [1.169, 0.254, 2.335], [1.991, -1.064, 3.261], [-0.158, -0.286, 1.878], [1.745, 1.576, 4.223], [0.111, 0.826, 4.404], [0.353, 2.248, 3.317], [1.349, -1.348, 4.102], [2.153, -1.916, 2.593], [2.954, -0.688, 3.619]],
  "mulliken_spin": [0.0983, -0.0369, 0.0663, 0.0010, 0.0781, -0.0388, 0.1965, 0.6616, 0.2136, 0.1102, 0.0557, 0.0406, -0.0261, 0.1074, -0.0253, 0.0506, 0.1142, 0.0096, 0.0040, 0.0068, 0.0050, -0.0003, -0.0002, -0.0021, -0.0008, 0.0173, -0.0033, 0.1305, 0.0045, 0.0143, -0.0036, 0.0120, 0.0025, 0.0000, -0.0018, 0.0205, 0.0126, -0.0062, 0.0057, 0.0010, 0.0007, -0.0006, -0.0031, 0.0169, 0.0029, 0.0019, 0.0000, -0.0020, -0.0012, 0.0142, 0.0013, 0.0062, 0.0045, 0.0000, -0.0009, -0.0015, 0.0034, 0.0078, 0.0058, -0.0001, 0.0016, 0.0001, 0.0053, 0.0047, 0.0137, 0.0088, 0.0144, 0.0003, -0.0007, -0.0010, 0.0000, -0.0025, -0.0002, 0.0042, 0.0000, -0.0002, 0.0001, 0.0000, 0.0001, 0.0000],
  "s_squared": 2.075,
  "homo_ev": [-13.10, -14.16],
  "spin_multiplicity": 3,
  "orbital_gap_ev": [6.30, 5.28],
  "charge": 2
}


{
  "formula": "C3H6N4",
  "method": "ωB97M-V/def2-TZVPD",
  "symbols": ["C", "C", "C", "N", "N", "N", "N", "H", "H", "H", "H", "H", "H"],
  "coordinates": [[1.835, -0.750, -0.099], [-1.525, 0.611, -0.058], [-2.245, -0.496, -0.648], [-0.527, 0.692, 0.621], [0.465, 1.056, 1.306], [1.662, 1.279, 0.682], [2.355, 0.400, 0.059], [0.871, -1.006, 0.296], [2.203, -1.410, -0.902], [-1.559, -1.107, -1.192], [-3.076, -0.101, -1.263], [-2.738, -1.120, 0.100], [2.279, 1.952, 1.097]],
  "mulliken_spin": [0.1584, 0.7645, 0.1361, 0.2365, 0.6132, 0.1391, -0.0324, 0.0182, 0.0063, -0.0240, -0.0055, -0.0025, -0.0080],
  "s_squared": 2.011,
  "homo_ev": [-5.63, -8.73],
  "spin_multiplicity": 3,
  "orbital_gap_ev": [6.85, 7.16]
}


{
  "formula": "C23H42BrClO15",
  "method": "ωB97M-V/def2-TZVPD",
  "symbols": ["C", "C", "C", "Cl", "C", "O", "O", "C", "Br", "C", "C", "O", "H", "H", "H", "H", "H", "H", "H", "H", "H", "H", "C", "C", "O", "C", "O", "O", "C", "H", "H", "H", "H", "H", "H", "H", "H", "C", "C", "O", "C", "O", "O", "C", "H", "H", "H", "H", "H", "H", "H", "H", "C", "C", "O", "C", "O", "O", "C", "H", "H", "H", "H", "H", "H", "H", "H", "C", "C", "O", "C", "O", "O", "C", "H", "H", "H", "H", "H", "H", "H", "H"],
  "coordinates": [[-0.894, -3.062, -2.452], [-0.072, -1.836, -2.087], [-0.528, -1.057, -0.844], [-1.770, -1.881, 0.141], [-0.912, 0.378, -1.168], [-0.079, 1.097, -1.693], [-2.125, 0.867, -0.767], [-3.283, 0.686, -1.584], [-2.895, -0.009, -3.358], [-4.347, -0.091, -0.808], [-4.709, -1.498, -1.221], [-5.640, -2.064, -0.678], [-0.912, -3.787, -1.655], [-1.919, -2.749, -2.618], [-0.537, -3.489, -3.377], [0.000, -1.181, -2.942], [0.935, -2.184, -1.896], [0.325, -0.958, -0.192], [-3.653, 1.680, -1.759], [-5.263, 0.478, -0.753], [-3.986, -0.175, 0.206], [-4.143, -2.044, -1.984], [-3.607, -7.597, -6.836], [-3.649, -6.086, -6.916], [-2.613, -5.490, -6.121], [-1.412, -5.451, -6.690], [-1.130, -5.843, -7.789], [-0.567, -4.890, -5.824], [0.784, -4.813, -6.286], [-3.639, -7.923, -5.796], [-4.457, -8.027, -7.366], [-2.691, -7.985, -7.279], [-4.582, -5.709, -6.502], [-3.575, -5.738, -7.945], [0.836, -4.329, -7.259], [1.222, -5.808, -6.339], [1.326, -4.219, -5.557], [3.105, 0.574, -1.690], [2.929, 2.073, -1.801], [3.940, 2.759, -1.043], [5.123, 2.867, -1.637], [5.408, 2.469, -2.735], [5.945, 3.509, -0.807], [7.272, 3.674, -1.307], [3.128, 0.270, -0.641], [2.288, 0.063, -2.190], [4.044, 0.258, -2.145], [1.981, 2.382, -1.376], [2.950, 2.399, -2.839], [7.264, 4.140, -2.290], [7.781, 2.713, -1.354], [7.787, 4.322, -0.603], [-1.418, -2.358, 6.730], [0.032, -1.937, 6.833], [0.617, -1.749, 5.535], [0.358, -0.582, 4.956], [-0.300, 0.307, 5.435], [0.948, -0.588, 3.763], [0.783, 0.595, 2.982], [-1.514, -3.240, 6.097], [-1.816, -2.588, 7.718], [-2.024, -1.566, 6.291], [0.623, -2.720, 7.304], [0.145, -1.031, 7.426], [1.103, 1.478, 3.529], [-0.254, 0.698, 2.663], [1.418, 0.477, 2.109], [1.356, 8.173, 6.117], [0.904, 7.825, 4.714], [0.997, 6.416, 4.467], [-0.017, 5.690, 4.935], [-0.984, 6.111, 5.511], [0.222, 4.415, 4.641], [-0.774, 3.496, 5.109], [2.357, 7.782, 6.301], [1.370, 9.254, 6.254], [0.687, 7.739, 6.859], [1.557, 8.291, 3.979], [-0.111, 8.171, 4.526], [-1.766, 3.794, 4.776], [-0.748, 3.431, 6.195], [-0.532, 2.530, 4.697]],
  "lowdin_charge": [-0.1235, -0.2618, -0.5455, 0.7524, -0.5192, 0.1219, -0.0740, -0.6219, 0.8608, -0.1702, -0.3035, 0.0432, 0.0617, 0.0281, 0.0649, 0.0946, 0.1072, 0.0984, 0.0954, 0.1267, 0.1056, 0.0756, -0.0638, -0.2113, 0.0375, -0.6171, 0.1290, -0.0076, -0.0369, 0.0816, 0.0803, 0.0764, 0.1222, 0.1226, 0.0968, 0.0996, 0.0888, -0.0589, -0.2038, 0.0414, -0.6187, 0.1226, 0.0060, -0.0417, 0.0812, 0.0563, 0.0789, 0.1042, 0.1279, 0.0949, 0.0975, 0.0922, -0.0634, -0.2099, 0.0419, -0.6014, 0.1182, 0.0130, -0.0287, 0.0818, 0.0803, 0.0756, 0.1225, 0.1223, 0.0917, 0.1004, 0.0884, -0.0655, -0.2155, 0.0364, -0.6185, 0.1240, 0.0079, -0.0276, 0.0807, 0.0790, 0.0759, 0.1215, 0.1217, 0.0999, 0.1045, 0.0474],
  "homo_ev": -10.03,
  "orbital_gap_ev": 10.23
}


Calculated max |F| (eV Å⁻¹), listed in the same order as above: 2.4; 5.0; 6.7; 2.8; 5.2; 2.2